Record 1
DFT (ωB97M-V with the def2-TZVPD basis set) results for C32H42N4ORh as an isolated structure at a distorted geometry.

The maximum force comes out at 0.1194 hartree/bohr. The spin multiplicity is 5. As for the energy above the lowest of the compared OMol25 structures with the same formula, charge and spin: 0.000 eV. The value obtained for the HOMO-LUMO gap (alpha / beta) is 2.451 / 7.178 eV. The value obtained for the total energy is -44877.939 eV. The net charge is -1. Its expectation value of S² is 6.034. The LUMO energy (alpha / beta) is 2.5 / 2.5 eV.

Element x y z (Å)
Rh1 0.527 0.655 0.156
N1 0.780 -3.428 2.616
N2 0.635 -2.155 -0.758
C1 1.230 2.435 -0.551
C2 2.307 1.544 -0.225
C3 2.197 1.221 1.172
C4 3.072 0.276 1.929
H1 3.987 0.082 1.364
H2 2.547 -0.672 2.091
H3 3.323 0.692 2.909
C5 1.045 1.903 1.691
C6 0.582 1.896 3.102
H4 1.031 2.707 3.687
H5 0.851 0.948 3.569
H6 -0.500 2.022 3.129
C7 0.435 2.636 0.622
C8 -0.775 3.506 0.720
H7 -1.537 3.026 1.341
H8 -1.191 3.691 -0.272
H9 -0.532 4.477 1.168
C9 3.389 1.097 -1.161
H10 4.324 1.647 -0.994
H11 3.082 1.272 -2.192
H12 3.595 0.029 -1.033
C10 1.071 3.163 -1.843
H13 0.030 3.459 -1.979
H14 1.354 2.512 -2.674
H15 1.695 4.065 -1.871
C11 0.093 -4.123 3.505
H16 0.542 -4.229 4.501
C12 -1.165 -4.693 3.239
H17 -1.695 -5.200 4.042
C13 -1.690 -4.582 1.950
H18 -2.682 -4.973 1.715
C14 -0.923 -3.980 0.964
H19 -1.242 -3.929 -0.072
C15 0.315 -3.354 1.336
C16 1.087 -2.561 0.491
H20 2.046 -2.157 0.819
C17 0.410 -0.863 -1.135
C18 0.453 -2.993 -1.880
H21 0.587 -4.056 -1.812
C19 0.194 -2.198 -2.926
H22 0.039 -2.432 -3.963
N3 0.151 -0.879 -2.461
C20 -0.046 0.260 -3.328
C21 0.944 0.541 -4.285
C22 0.737 1.628 -5.143
H23 1.519 1.898 -5.861
C23 -0.455 2.351 -5.107
C24 -0.735 3.379 -6.158
H24 -1.323 4.204 -5.741
H25 -1.310 2.941 -6.987
H26 0.203 3.767 -6.571
C25 -1.398 2.080 -4.110
H27 -2.289 2.708 -4.031
C26 -1.233 0.999 -3.238
C27 -2.299 0.646 -2.250
H28 -2.576 -0.416 -2.304
H29 -3.199 1.245 -2.444
H30 -1.976 0.868 -1.217
C28 2.200 -0.270 -4.372
H31 2.022 -1.286 -4.756
H32 2.703 -0.354 -3.397
H33 2.896 0.231 -5.061
C29 -2.584 -1.021 5.427
N4 -1.553 -1.046 4.390
C30 -0.163 -1.129 4.819
C31 -1.861 -0.891 3.075
C32 -3.317 -0.896 2.700
O1 -0.956 -0.742 2.218
H34 -2.116 -1.067 6.416
H35 -3.264 -1.882 5.320
H36 -3.182 -0.096 5.365
H37 0.490 -1.289 3.958
H38 0.142 -0.210 5.345
H39 -0.049 -1.967 5.521
H40 -3.736 0.117 2.828
H41 -3.410 -1.200 1.651
H42 -3.897 -1.606 3.304



Record 2
DFT (ωB97M-V with the def2-TZVPD basis set) results for a 2-piece molecular cluster, C21H20Cl2N6O2 overall at a distorted geometry.

The maximum force comes out at 0.0685 hartree/bohr. The value obtained for the HOMO-LUMO gap is 4.713 eV. The value obtained for the total energy is -60179.400 eV. Its SMILES is N#CC1=C(C#N)C(=O)C(Cl)=C(Cl)C1=O.CCN1CCN2CCN(CC)c3cncc1c32. The LUMO energy is -2.5 eV.

Element x y z (Å)
N1 1.728 -3.335 2.556
C1 0.882 -3.070 1.790
C2 -0.109 -2.688 0.844
C3 0.191 -2.683 -0.489
C4 1.214 -3.508 -1.018
N2 2.013 -4.247 -1.459
C5 -0.645 -1.959 -1.466
O1 -0.181 -1.575 -2.538
C6 -2.021 -1.637 -0.999
Cl1 -3.094 -1.045 -2.184
C7 -2.378 -1.759 0.314
Cl2 -3.931 -1.345 0.868
C8 -1.397 -2.184 1.356
O2 -1.618 -2.117 2.562
C9 5.770 -3.223 0.254
C10 5.995 -2.411 -1.010
N3 5.706 -0.978 -0.852
C11 6.653 -0.086 -1.482
C12 6.544 1.326 -0.955
N4 5.176 1.740 -0.770
C13 4.978 3.161 -0.656
C14 3.641 3.504 -0.037
N5 2.579 2.645 -0.511
C15 1.216 3.159 -0.327
C16 0.338 2.971 -1.552
C17 2.807 1.294 -0.564
C18 1.786 0.318 -0.471
N6 2.062 -0.986 -0.483
C19 3.311 -1.421 -0.620
C20 4.416 -0.545 -0.698
C21 4.155 0.850 -0.676
H1 6.042 -4.262 0.044
H2 6.411 -2.859 1.063
H3 4.733 -3.212 0.600
H4 7.050 -2.465 -1.300
H5 5.385 -2.821 -1.830
H6 7.651 -0.486 -1.281
H7 6.502 -0.071 -2.577
H8 7.092 1.411 -0.001
H9 7.021 2.014 -1.663
H10 5.781 3.576 -0.036
H11 5.062 3.632 -1.650
H12 3.733 3.437 1.062
H13 3.365 4.531 -0.294
H14 0.755 2.670 0.544
H15 1.330 4.227 -0.109
H16 -0.639 3.421 -1.350
H17 0.775 3.480 -2.417
H18 0.185 1.919 -1.806
H19 0.742 0.607 -0.351
H20 3.478 -2.488 -0.707